{
  "formula": "C5H18NO3S",
  "method": "the ωB97M-V functional and the def2-TZVPD basis",
  "elements": ["C", "C", "S", "C", "N", "C", "C", "H", "H", "H", "H", "H", "H", "H", "H", "H", "H", "H", "H", "H", "H", "O", "H", "H", "O", "H", "H", "O"],
  "positions_angstrom": [[-1.04096, -1.42081, -0.84122], [-0.22877, -2.52736, -0.19238], [1.44727, -1.94787, 0.56007], [-0.94681, 0.03119, -0.30968], [-0.02642, 0.99260, -0.88756], [0.73713, 1.77340, 0.07360], [0.84171, 0.53035, -2.00758], [-2.11352, -1.72328, -0.59767], [-0.93426, -1.52258, -1.91796], [-0.73856, -3.12249, 0.58172], [-0.05247, -3.14879, -1.10484], [-0.71046, -0.06626, 0.73875], [-1.97286, 0.36134, -0.52866], [0.24241, 1.87907, 1.04031], [1.33536, 2.57885, -0.35148], [1.50805, 1.09962, 0.57138], [0.18629, -0.06413, -2.64796], [1.28018, 1.43598, -2.38922], [1.73440, 0.10029, -1.59563], [-2.06123, 2.34199, 0.73139], [-2.64060, 1.45618, 1.88268], [-2.66027, 2.32993, 1.48938], [-0.38383, -1.69300, 3.43312], [-1.51161, -1.58860, 2.39876], [-1.24443, -1.25895, 3.27804], [3.34430, 0.86618, -1.21796], [3.19672, 0.84035, 0.26427], [3.41324, 1.46683, -0.45364]],
  "atomic_forces_ev_per_a": [[-1.5, 0.0, 0.9], [1.8, -0.3, -0.3], [-1.6, -0.6, -0.8], [-0.4, -0.6, -1.0], [0.7, 0.4, -0.9], [0.8, -2.6, 1.5], [-1.3, 1.2, 1.8], [1.1, 0.4, -0.6], [-0.1, 0.4, 0.0], [0.1, 0.4, -0.4], [0.6, -0.3, 1.3], [-0.4, 0.2, 0.7], [0.2, 0.5, 0.8], [-1.0, 1.3, -0.6], [-0.7, 0.2, 0.2], [-0.3, 0.3, -0.8], [1.0, 0.2, -0.4], [-0.4, 0.5, -1.2], [0.2, -1.6, 0.0], [-0.1, -0.3, 0.3], [0.2, -0.2, -0.1], [-0.1, 0.5, -0.1], [-0.5, 0.3, -0.1], [0.2, 0.2, 0.6], [0.4, -0.5, -0.6], [0.3, 0.6, 0.2], [0.3, 0.6, -0.3], [0.7, -1.1, -0.2]],
  "lowdin_spin": [0.0178, 0.0618, 0.8510, 0.0155, 0.0014, 0.0108, 0.0005, 0.0020, 0.0002, -0.0005, 0.0171, 0.0107, 0.0008, -0.0002, 0.0004, 0.0083, 0.0000, 0.0002, -0.0003, 0.0000, 0.0000, 0.0000, 0.0005, 0.0001, 0.0023, 0.0000, -0.0001, -0.0003],
  "spin_multiplicity": 2,
  "homo_ev": [-8.3, -8.3],
  "gap_ev": [8.6586, 5.7127],
  "charge": 0,
  "total_energy_ha": -879.81911,
  "lumo_ev": [0.3, -2.6],
  "s_squared": 0.753
}